Density functional theory data (the ωB97M-V functional and the def2-TZVPD basis) for the ion C9H12NO2 with charge +1 in a non-equilibrium geometry.

The geometry in ORCA input format:
```
! RIJCOSX wB97M-V def2-TZVPD def2/J DEFGRID3
* xyz 1 1
C 3.40192 -0.99655 -0.25285
C 3.69596 0.32836 -0.09129
C 2.05889 -1.37156 -0.25817
C 2.78865 1.34152 -0.26033
C 1.12354 -0.30069 -0.08009
C 1.39434 1.02550 -0.20661
C -0.33662 -0.79934 0.09226
C -1.19305 1.35250 0.39571
C -2.77342 -0.14954 -0.56833
N -1.30458 0.24024 -0.55740
O 0.53174 2.00006 -0.18846
O -1.21917 0.94069 1.65740
H 4.27349 -1.67729 -0.17193
H 4.71661 0.68870 0.04252
H 1.85540 -2.36401 -0.38934
H 3.03564 2.41087 -0.12895
H -0.31240 -1.63181 -0.62166
H -0.57859 -1.09543 1.11153
H -1.73777 2.27460 0.12642
H -2.77703 -1.20638 -0.10832
H -3.35196 0.58905 0.06616
H -3.10200 -0.08443 -1.58946
H -0.89978 0.57168 -1.42282
H -1.61045 1.52435 2.29348
*
```

Kohn-Sham gap = 8.15 eV
relative energy (zero: lowest compared OMol25 entry of this formula, charge and spin) = 3.208 eV

***

Density functional theory data (the ωB97M-V functional and the def2-TZVPD basis) for a structure of composition C43H51N6O7PS3SeSi2Ti in a non-equilibrium geometry.

The geometry in ORCA input format:
```
! RIJCOSX wB97M-V def2-TZVPD def2/J DEFGRID3
* xyz -2 1
Ti -0.18159 0.44083 0.10244
N -0.39992 2.96504 2.21933
P -1.97592 1.83611 1.27571
C -2.82330 2.20210 2.85570
C -3.10107 3.50831 3.24546
C -3.75690 3.76233 4.44084
C -4.14096 2.71034 5.26217
C -3.87072 1.40567 4.87534
C -3.22473 1.15200 3.67355
C -2.38646 3.25290 0.16418
C -1.41347 4.14731 -0.28126
C -1.71791 5.12200 -1.22044
C -3.00740 5.22910 -1.72221
C -3.98334 4.34755 -1.28283
C -3.67343 3.36139 -0.35703
C 0.87613 2.66197 2.02877
C 1.96639 3.51456 2.39506
C 3.25048 3.16275 2.08201
C 3.51887 1.95056 1.42831
C 2.43872 1.14923 1.16053
N 1.16894 1.47514 1.43465
H -0.51698 3.83845 2.71883
H -2.81656 4.33148 2.60062
H -3.97329 4.78444 4.72806
H -4.65472 2.90765 6.19539
H -4.16506 0.57761 5.50786
H -3.02152 0.13397 3.36790
H -0.40258 4.06827 0.09354
H -0.93788 5.78737 -1.57141
H -3.24243 5.97791 -2.46875
H -4.98805 4.40454 -1.68305
H -4.42582 2.64239 -0.06370
H 1.74779 4.44986 2.89510
H 4.06327 3.83118 2.34513
H 4.51887 1.62512 1.18557
H 2.57180 0.16576 0.71378
O -4.17756 -0.06474 -1.29558
S -3.05260 -0.31168 -0.40922
O -3.28416 0.80153 0.80495
O -0.44554 -0.79671 1.14244
O -1.77013 0.35805 -1.02170
C -1.51502 -5.82087 -3.50639
N -0.84419 -4.68541 -4.09210
C 0.34956 -4.72996 -4.78955
C 0.68819 -3.45546 -5.07202
N -0.29474 -2.64618 -4.55051
C -0.28348 -1.18815 -4.53550
C -1.24833 -3.39401 -3.93792
Se -2.73752 -2.74105 -3.09686
H -1.49521 -6.65645 -4.20425
H -2.54096 -5.52905 -3.29515
H -1.03468 -6.11015 -2.57078
H 0.84972 -5.65535 -5.00392
H 1.54446 -3.04810 -5.57583
H 0.45583 -0.83059 -5.24860
H -0.03700 -0.81737 -3.54444
H -1.27277 -0.81629 -4.78732
S 1.25103 -3.67021 -1.63612
C 0.41778 -2.33205 -0.96158
N 1.00182 -1.18293 -1.07298
C 2.18905 -1.29577 -1.78665
C 3.07424 -0.25679 -2.08178
C 4.21323 -0.54346 -2.80252
C 4.49504 -1.84887 -3.22510
C 3.64437 -2.88928 -2.91631
C 2.49237 -2.60020 -2.18975
H -0.50770 -2.47630 -0.42795
H 2.86842 0.74306 -1.72946
H 4.90136 0.25472 -3.04436
H 5.39490 -2.04407 -3.79233
H 3.86455 -3.90215 -3.22298
C -0.14389 -0.99546 4.02509
Si 0.35898 -2.38150 2.81910
C 0.61124 -3.66787 4.29599
C -1.06434 -3.42493 2.08607
C 1.99156 -2.38037 2.04425
Si 3.54394 -1.98575 2.80350
C 4.43033 -3.30281 3.89242
C 4.91748 -1.67162 1.50180
C 3.50838 -0.47560 3.97821
H -1.09108 -1.27120 4.49976
H -0.25166 0.00248 3.59338
H 0.61356 -0.95180 4.80922
H -0.29602 -3.87533 4.88471
H 1.37424 -3.30024 4.98971
H 0.97818 -4.61704 3.89384
H -1.69262 -3.75293 2.91652
H -0.62630 -4.32804 1.64935
H -1.70252 -2.94681 1.34017
H 2.10883 -2.96593 1.12860
H 4.50191 -4.24877 3.34915
H 3.85855 -3.49049 4.80402
H 5.44211 -2.98934 4.17564
H 5.23737 -2.62610 1.07307
H 5.79753 -1.20297 1.95440
H 4.57733 -1.04066 0.67601
H 3.75929 -0.76932 5.00158
H 2.52057 -0.01249 3.98920
H 4.22361 0.28850 3.66621
O 1.86487 1.72677 -5.61676
S 1.01180 2.56020 -4.80414
O -0.06302 3.24132 -5.47537
N 0.49223 1.74524 -3.50039
C 0.94885 2.27601 -2.38632
O 0.76346 1.87147 -1.21376
C 1.84558 3.46881 -2.58344
C 2.50190 4.20259 -1.61264
C 3.31612 5.24672 -2.03701
C 3.46412 5.53349 -3.39278
C 2.80515 4.78293 -4.36217
C 2.00132 3.75176 -3.92183
H 2.38025 3.95070 -0.56506
H 3.84984 5.84192 -1.30642
H 4.10652 6.35119 -3.69593
H 2.92195 4.99635 -5.41639
*
```

Kohn-Sham gap = 4.36 eV

***

E_HOMO, record by record: -11.722, -0.622 eV